Entry 1:
{"formula": "C22H45F4N3O5P2", "method": "ωB97M-V/def2-TZVPD", "smiles": "CC[C@@H](F)[C@H](CCCN)O[C@@](COC(F)(F)F)([C@H](CCN(CC)C(C)=O)OCP(N)O)P(CC)CC", "orbital_gap_ev": 8.39, "e_homo_ev": -8.05, "spin_multiplicity": 1, "mol_weight_g_mol": 569.558, "symbols": ["C", "C", "C", "F", "C", "C", "C", "C", "N", "O", "C", "C", "O", "C", "F", "F", "F", "C", "C", "C", "N", "C", "C", "C", "C", "O", "O", "C", "P", "N", "O", "P", "C", "C", "C", "C", "H", "H", "H", "H", "H", "H", "H", "H", "H", "H", "H", "H", "H", "H", "H", "H", "H", "H", "H", "H", "H", "H", "H", "H", "H", "H", "H", "H", "H", "H", "H", "H", "H", "H", "H", "H", "H", "H", "H", "H", "H", "H", "H", "H", "H"], "xyz": [[-3.638, -1.427, -4.615], [-2.167, -1.987, -4.338], [-1.904, -1.908, -2.736], [-2.215, -3.246, -2.250], [-0.403, -1.526, -2.362], [0.481, -2.807, -2.822], [2.055, -2.535, -2.646], [2.955, -3.845, -2.892], [2.629, -4.966, -1.943], [-0.115, -1.360, -0.976], [-0.733, -0.243, -0.331], [-2.213, -0.554, 0.286], [-2.530, -1.958, 0.354], [-1.998, -2.602, 1.466], [-2.118, -1.919, 2.679], [-2.749, -3.797, 1.625], [-0.664, -3.055, 1.290], [0.182, 0.045, 0.993], [-0.102, 1.470, 1.665], [0.081, 1.432, 3.285], [-1.112, 2.077, 3.893], [-1.019, 3.563, 3.921], [0.075, 4.160, 4.934], [-1.477, 1.503, 5.188], [-0.494, 0.762, 6.197], [-2.690, 1.562, 5.524], [1.558, -0.103, 0.527], [2.478, -0.139, 1.632], [4.125, -0.799, 0.914], [5.272, 0.562, 0.745], [4.870, -1.903, 2.006], [-0.769, 1.396, -1.274], [-2.095, 1.470, -2.612], [-2.229, 2.991, -3.160], [0.928, 1.914, -1.920], [1.246, 3.372, -1.267], [-4.060, -1.837, -5.594], [-4.390, -1.732, -3.802], [-3.560, -0.291, -4.695], [-1.333, -1.414, -4.854], [-2.154, -3.101, -4.618], [-2.702, -1.216, -2.326], [-0.027, -0.686, -3.049], [0.228, -3.727, -2.208], [0.312, -3.030, -3.936], [2.432, -1.672, -3.299], [2.205, -2.271, -1.535], [2.924, -4.216, -3.974], [4.060, -3.588, -2.692], [1.989, -5.634, -2.391], [2.249, -4.606, -1.062], [-2.939, -0.105, -0.485], [-2.389, 0.037, 1.239], [0.038, -0.741, 1.803], [-1.152, 1.871, 1.496], [0.717, 2.185, 1.299], [0.213, 0.341, 3.625], [1.075, 1.946, 3.568], [-0.788, 3.954, 2.876], [-2.057, 3.955, 4.194], [-0.347, 5.161, 5.310], [0.268, 3.505, 5.840], [1.046, 4.321, 4.343], [-0.986, 0.837, 7.231], [-0.406, -0.343, 5.899], [0.513, 1.286, 6.162], [2.114, -0.716, 2.544], [2.703, 0.948, 1.954], [6.028, 0.354, 1.427], [5.729, 0.437, -0.178], [4.167, -2.381, 2.492], [-1.883, 0.794, -3.521], [-3.143, 1.176, -2.263], [-1.367, 3.639, -2.789], [-2.321, 2.976, -4.293], [-3.183, 3.457, -2.721], [1.772, 1.188, -1.701], [0.947, 2.084, -3.060], [0.460, 3.665, -0.481], [2.253, 3.383, -0.716], [1.242, 4.205, -2.038]]}


Entry 2:
{"formula": "C3H10N2O2Si", "method": "ωB97M-V/def2-TZVPD", "orbital_gap_ev": 8.93, "e_homo_ev": -8.33, "spin_multiplicity": 1, "mol_weight_g_mol": 134.211, "relative_energy_kcal_mol": 80.9, "symbols": ["C", "C", "C", "N", "N", "O", "O", "Si", "H", "H", "H", "H", "H", "H", "H", "H", "H", "H"], "xyz": [[-1.855, 0.086, 0.150], [0.614, 0.623, -0.828], [0.079, -0.366, 0.267], [0.422, 0.032, 1.619], [0.324, 2.073, -0.416], [-2.518, -0.899, 0.116], [-2.135, 1.301, 0.241], [0.429, -2.140, -0.266], [1.681, 0.383, -0.841], [0.292, 0.292, -1.753], [1.386, 0.100, 1.783], [-0.146, -0.380, 2.336], [0.762, 2.192, 0.471], [-1.297, 1.863, 0.141], [0.496, 2.686, -1.169], [1.132, -1.873, -1.553], [1.126, -3.109, 0.402], [-0.793, -2.865, -0.699]]}


Entry 3:
{"formula": "C5H10N3O2", "method": "ωB97M-V/def2-TZVPD", "orbital_gap_ev": 8.35, "e_homo_ev": -12.75, "spin_multiplicity": 1, "mol_weight_g_mol": 144.154, "relative_energy_kcal_mol": 49.8, "total_charge": 1, "symbols": ["C", "C", "C", "C", "C", "N", "N", "N", "O", "O", "H", "H", "H", "H", "H", "H", "H", "H", "H", "H"], "xyz": [[1.684, 0.055, 1.903], [-0.690, 1.416, -0.799], [0.508, -1.993, -0.943], [0.042, 0.284, -1.083], [-1.196, -1.212, 0.454], [2.141, -1.024, 1.998], [-0.401, 2.693, -1.160], [-0.165, -0.973, -0.586], [1.186, 1.112, 1.705], [-1.736, 1.272, 0.152], [1.468, -2.092, -1.465], [0.293, -2.843, -0.266], [0.843, 0.328, -1.842], [-2.092, -0.944, -0.005], [-1.298, -2.295, 0.790], [-0.908, -0.562, 1.234], [2.611, -1.677, 1.433], [0.506, 2.940, -1.437], [-0.770, 3.450, -0.643], [-2.023, 2.065, 0.562]]}


Entry 4:
{"formula": "C4H4LiO5Pb", "method": "ωB97M-V/def2-TZVPD", "orbital_gap_ev": [6.46, 7.53], "e_homo_ev": [-14.57, -15.72], "spin_multiplicity": 2, "mol_weight_g_mol": 346.212, "relative_energy_kcal_mol": 0.0, "total_charge": 2, "symbols": ["O", "C", "O", "Li", "Pb", "C", "C", "H", "H", "O", "C", "O", "O", "H", "H"], "xyz": [[-3.433, 1.182, 1.508], [-3.902, 1.550, 0.434], [-3.324, 1.442, -0.678], [-3.567, 2.068, -2.417], [-1.660, 0.449, 0.511], [0.108, -0.792, -0.175], [1.054, -1.202, 0.653], [0.184, -1.053, -1.238], [1.002, -1.385, 1.727], [4.023, -2.351, -0.845], [2.787, -2.314, -0.520], [1.992, -3.197, -0.991], [2.446, -1.372, 0.260], [4.279, -3.184, -1.273], [1.240, -2.811, -1.518]]}


Entry 5:
{"formula": "H22O19PbS2Zn", "method": "ωB97M-V/def2-TZVPD", "orbital_gap_ev": [5.59, 5.12], "e_homo_ev": [-12.34, -12.34], "spin_multiplicity": 2, "mol_weight_g_mol": 662.881, "total_charge": 1, "symbols": ["Zn", "Pb", "S", "O", "O", "O", "O", "S", "O", "O", "O", "O", "O", "H", "H", "O", "H", "H", "O", "H", "H", "O", "H", "H", "O", "H", "H", "O", "H", "H", "O", "H", "H", "O", "H", "H", "O", "H", "H", "O", "H", "H", "O", "H", "H"], "xyz": [[-1.384, -2.065, 0.846], [1.245, 1.340, 2.891], [0.236, 0.704, -0.120], [0.514, 0.415, -1.506], [1.521, 0.796, 0.507], [-0.549, 1.922, 0.024], [-0.419, -0.389, 0.588], [0.563, -2.225, 3.358], [0.257, -3.028, 4.507], [0.323, -0.796, 3.608], [1.977, -2.563, 3.024], [-0.306, -2.635, 2.305], [-2.244, 1.760, 2.150], [-1.896, 1.828, 1.261], [-1.941, 2.555, 2.588], [-2.545, -1.357, -0.787], [-3.439, -1.019, -0.734], [-2.277, -1.189, -1.690], [0.570, 2.263, -3.424], [0.907, 2.975, -2.880], [0.379, 1.558, -2.806], [0.747, 3.935, -1.032], [0.190, 3.305, -0.574], [1.637, 3.710, -0.760], [-1.294, -0.712, -2.989], [-0.915, -1.195, -3.723], [-0.538, -0.410, -2.485], [4.209, 1.271, 0.407], [3.304, 0.959, 0.410], [4.324, 1.685, 1.262], [2.917, -1.575, 0.582], [3.359, -1.456, -0.258], [2.292, -0.853, 0.629], [-2.671, 2.927, -0.990], [-3.052, 2.070, -1.180], [-1.797, 2.731, -0.653], [1.567, -1.929, -2.078], [1.270, -1.024, -1.983], [2.279, -1.883, -2.716], [-0.209, -2.944, -0.426], [0.364, -2.601, -1.111], [-0.176, -3.894, -0.538], [-2.827, -1.169, 1.951], [-3.673, -1.514, 2.235], [-2.796, -0.283, 2.311]]}


Entry 6:
{"formula": "C13H7Cl3N2O6RuSbSe4", "method": "ωB97M-V/def2-TZVPD", "orbital_gap_ev": 6.41, "e_homo_ev": -5.00, "spin_multiplicity": 1, "mol_weight_g_mol": 932.236, "relative_energy_kcal_mol": 8.0, "total_charge": -1, "symbols": ["Ru", "O", "C", "O", "C", "C", "Cl", "N", "N", "C", "C", "O", "O", "C", "C", "C", "C", "C", "C", "H", "H", "H", "H", "H", "H", "Se", "Sb", "Se", "Se", "Se", "Cl", "C", "Cl", "C", "O", "O", "H"], "xyz": [[0.975, 0.409, 0.198], [-1.111, -2.767, 4.594], [-1.430, -1.503, 4.798], [-2.009, -1.137, 5.793], [-1.035, -0.535, 3.737], [-1.289, 0.824, 3.757], [-2.141, 1.770, 4.881], [-0.806, 1.379, 2.624], [-0.251, 0.414, 1.855], [-0.399, -0.729, 2.502], [0.066, -1.936, 1.727], [-0.132, -3.058, 2.200], [0.575, -1.648, 0.601], [-1.022, 2.712, 2.145], [-0.446, 3.780, 2.811], [-0.660, 5.058, 2.319], [-1.432, 5.249, 1.180], [-1.997, 4.163, 0.527], [-1.793, 2.878, 1.007], [-0.662, -2.912, 3.709], [0.178, 3.606, 3.676], [-0.206, 5.903, 2.823], [-1.581, 6.252, 0.796], [-2.581, 4.305, -0.375], [-2.187, 2.017, 0.489], [4.779, 0.524, -1.586], [3.420, -0.402, 0.042], [1.508, 2.763, -0.221], [2.510, 1.765, 1.579], [3.930, -2.065, 1.576], [-1.657, -0.285, -4.101], [-0.313, 0.735, -3.574], [-0.685, 2.464, -3.760], [0.058, 0.472, -2.124], [1.270, 0.196, -1.885], [-0.767, 0.575, -1.195], [0.535, 0.521, -4.205]]}


Entry 7:
{"formula": "H2NOP", "method": "ωB97M-V/def2-TZVPD", "smiles": "NP=O", "orbital_gap_ev": 8.77, "e_homo_ev": -9.59, "spin_multiplicity": 1, "mol_weight_g_mol": 62.996, "relative_energy_kcal_mol": 33.8, "symbols": ["N", "P", "O", "H", "H"], "xyz": [[-0.248, 0.175, -0.284], [-2.365, 0.323, -0.364], [-2.927, -0.466, 0.717], [0.087, 0.059, 0.715], [0.040, 1.086, -0.714]]}